# 1
28
Properties=species:S:1:pos:R:3:mulliken_charge:R:1 method="wB97M-V/def2-TZVPD" total_charge=+1 gap_ha=0.3400
N 3.81317 -0.44064 1.32504 -0.18
N 2.22508 0.91487 0.31896 -0.24
N 2.00892 -1.38429 0.29348 -0.39
C -3.31643 -0.35465 -1.00069 0.87
C -3.15466 0.51517 0.06653 -0.44
C -1.05529 0.00938 -1.68211 -0.78
C -1.97344 1.25166 0.19905 -0.73
C -2.26354 -0.62913 -1.87606 -0.50
C -4.57879 -1.17521 -1.07779 -1.39
C 4.48343 0.69097 1.94605 -1.02
C -0.90872 0.89745 -0.60599 -0.60
C 2.69953 -0.28653 0.60849 0.65
H 3.76103 1.22162 2.57332 0.39
H 4.25975 -1.32624 1.13919 0.27
H -4.33448 -2.23760 -1.01887 0.32
H 1.11137 -1.24628 -0.16959 0.17
H 2.84173 1.70001 0.45013 0.24
H 5.18982 0.35585 2.69163 0.32
H -5.31214 -0.94438 -0.31582 0.36
H -2.43067 -1.16837 -2.80734 0.36
H -1.91953 2.04556 0.93228 0.41
H -0.10495 1.62020 -0.60207 1.05
H 4.96543 1.32673 1.20350 0.36
H -3.96493 0.57762 0.78063 0.31
H 1.23200 1.09841 0.31430 0.24
H -5.01327 -1.05219 -2.07223 0.34
H -0.33409 0.23794 -2.46714 0.39
H 2.07369 -2.21794 0.85312 0.25


# 2
27
Properties=species:S:1:pos:R:3:lowdin_spin:R:1 method="wB97M-V/def2-TZVPD" multiplicity=6 total_charge=+1 gap_ha="0.2508 / 0.2598"
Mn 1.85892 -2.07401 -0.12688 3.55
S 1.52160 0.29323 0.06468 0.17
O 1.62706 -2.39061 2.86601 0.09
O -2.59220 -1.91119 -0.02209 0.00
O 2.51678 -5.19667 -0.28584 0.23
O 1.51096 -1.90493 -3.13655 0.08
O 4.69777 -1.33172 -0.14070 0.06
N -0.62138 1.45069 -1.05828 0.02
N -0.67047 1.29530 1.23590 0.02
C -1.45934 -1.87400 -0.05233 0.02
C -1.66288 2.37834 1.38255 0.00
C -2.49729 2.46651 0.12222 0.00
C 3.63568 -1.83601 -0.19560 0.07
C 1.54120 -2.04925 -1.97678 0.11
C -1.60497 2.55077 -1.09824 0.00
C 1.62395 -2.27340 1.69504 0.10
C -0.02391 1.08756 0.08172 0.05
C 2.47661 -4.00505 -0.19891 0.34
H 1.25692 -3.47175 -0.22795 0.07
H -3.10980 3.37254 0.17163 0.00
H -2.17217 2.42290 -2.01901 0.00
H -1.10988 3.53324 -1.16858 0.00
H -1.17738 3.34070 1.61349 0.00
H -0.11481 1.07583 2.05424 0.00
H -0.03043 1.34286 -1.87541 0.00
H -3.15098 1.58574 0.04578 0.00
H -2.26954 2.12235 2.24988 0.00


# 3
8
Properties=species:S:1:pos:R:3:mulliken_charge:R:1 method="wB97M-V/def2-TZVPD" total_charge=0 gap_ha="0.2260 / 0.2265"
S -1.96242 -1.57795 1.56034 -0.30
P 1.41658 -0.97799 1.38339 -0.13
C 0.25394 0.68891 -0.80463 -0.94
C -0.85373 -0.75489 0.82469 -0.31
C 0.29830 -0.24593 0.32846 0.82
H 0.74485 1.69703 -0.69576 0.28
H -0.88713 0.78846 -1.02369 0.30
H 0.98960 0.38237 -1.57281 0.28


# 4
13
Properties=species:S:1:pos:R:3:lowdin_spin:R:1 method="wB97M-V/def2-TZVPD" multiplicity=3 total_charge=0 gap_ha="0.2229 / 0.2718"
S 0.07700 2.32901 1.31725 1.04
O -0.17925 -0.09643 -0.88131 0.02
O -1.16490 2.48959 -0.95428 0.23
O 1.72942 -1.20971 -0.95664 0.00
C 1.34331 -1.92200 0.22008 0.00
C -0.56866 3.02583 -0.00428 0.64
C 0.85377 -0.36004 -1.42226 0.00
H -0.47509 4.16192 -0.07767 0.05
H 0.35906 -2.43514 0.04393 0.00
H 1.23867 0.16803 -2.28618 0.00
H -1.35763 1.49164 -0.85911 0.01
H 1.34614 -1.21921 1.12042 0.00
H 2.26453 -2.62083 0.40277 0.00


# 5
84
Properties=species:S:1:pos:R:3:mulliken_charge:R:1 method="wB97M-V/def2-TZVPD" total_charge=+2 gap_ha="0.2254 / 0.2254"
Ti 0.17199 -0.46242 1.71923 -1.66
P -0.80874 -0.52155 -0.65117 1.92
P 1.93552 0.76859 0.34073 1.05
C 1.36838 -3.44005 0.95647 -1.47
C -0.75402 -1.75667 -6.02793 -0.89
C -1.61359 -1.07394 -5.00103 -0.63
C 0.79526 -1.01294 3.78830 0.00
C 1.66129 -1.62453 2.80194 0.96
C 1.25286 0.63784 -4.61212 -0.38
C 3.14343 -1.52402 2.79119 -1.44
C 1.26919 -0.12740 4.88500 -1.88
C -0.53915 -1.51675 3.59111 1.24
C -0.52526 -2.39142 2.43816 0.82
C -2.56414 -0.04832 -0.86470 -1.59
C 0.63783 -1.12518 -6.31356 -1.04
C -1.76383 3.51014 2.54504 -0.89
C -0.80619 -2.04346 -1.66847 -0.93
C -1.00329 1.25988 -5.73934 -1.06
C -1.69989 -3.16532 1.95326 -1.79
C -2.24499 4.54708 3.33511 -0.76
C 1.13743 1.57658 -1.12156 -0.83
C -1.69999 -1.35287 4.50503 -1.28
C -1.73923 0.25673 -4.89883 -0.12
C 0.00726 0.73950 -1.73559 -0.33
C -1.33762 2.16691 4.51136 0.45
C -1.77310 3.22712 5.31130 -1.43
C 0.36074 1.71516 -5.15211 -0.45
C -1.38172 2.27921 3.11034 0.86
C -2.26366 4.40755 4.73234 -0.51
C 3.35005 -0.11968 -0.40120 -1.37
C 0.84690 -2.49854 1.97569 0.94
C -1.12899 1.17009 2.16021 0.03
C 1.36281 -0.59935 -5.11152 -0.17
C 2.77647 2.08888 1.26729 -1.34
H -1.50254 -3.65243 0.99341 0.28
H -1.99640 -0.30353 4.60464 0.27
H -0.57747 -2.79172 -5.69859 0.34
H -1.63415 2.16244 -5.77320 0.43
H -2.74754 0.97277 -0.50689 0.46
H -1.54982 -2.74063 -1.25498 0.46
H -1.28482 -1.82644 -6.99550 0.33
H 2.05100 2.70143 1.81823 0.32
H 0.17519 -2.53412 -1.65586 0.33
H 3.48174 -0.49160 2.94516 0.35
H 0.88357 0.89500 4.77148 0.38
H 3.57513 -1.90090 1.85999 0.36
H -0.50670 1.53085 1.29897 -0.20
H -1.74741 3.10779 6.40014 0.42
H 2.20648 -3.00540 0.39765 0.35
H -0.79119 1.40477 -2.09715 0.64
H 0.14668 2.42793 -4.34000 0.28
H 3.35952 2.72631 0.58861 0.49
H -2.07082 0.67328 1.86060 0.42
H -1.73349 3.60636 1.45729 0.34
H 0.94194 -0.50624 5.86567 0.35
H 0.76812 2.57647 -0.82934 0.38
H 3.56406 -2.12155 3.61457 0.39
H 1.74698 -4.35571 1.43713 0.32
H -2.58675 -2.52506 1.84268 0.42
H -2.65196 5.21192 5.36712 0.40
H -2.25896 -1.73554 -4.40963 0.87
H -2.62494 5.46326 2.87386 0.41
H 1.91775 0.94606 -3.79431 0.43
H -2.47821 0.69381 -4.21599 0.48
H 0.36942 0.19241 -2.61674 -0.66
H 4.08436 -0.36846 0.37700 0.43
H 3.82227 0.54240 -1.14104 0.54
H -1.07818 -1.80772 -2.71054 -0.27
H -1.95748 -3.94586 2.68551 0.40
H -0.98987 1.24193 4.97596 0.37
H 1.94734 1.73787 -1.85539 0.76
H 1.26004 -1.94393 -6.70873 0.40
H -3.17652 -0.74874 -0.28149 0.44
H 0.55519 -0.38150 -7.11800 0.36
H 3.45326 1.61732 1.99242 0.39
H -2.84193 -0.12102 -1.92667 0.39
H 0.89437 2.28541 -5.93335 0.43
H 2.08168 -1.30322 -4.67531 0.39
H 0.59115 -3.74230 0.24875 0.34
H -2.56800 -1.90517 4.12763 0.42
H 2.36509 -0.06708 4.87703 0.41
H -0.87179 0.93758 -6.78131 0.33
H -1.47138 -1.73081 5.51305 0.31
H 3.02597 -1.04550 -0.89453 0.31


# 6
46
Properties=species:S:1:pos:R:3:mulliken_charge:R:1 method="wB97M-V/def2-TZVPD" smiles="CCC(=O)c1ccc(OC[C@@H](O)CNC2CCCC2)cc1" total_charge=0 gap_ha=0.3439
O 0.29831 -4.21924 2.49372 -0.62
O 2.74995 3.66698 -1.80414 -0.61
O 0.74804 -2.20010 -0.48168 -0.38
N -1.44896 -1.87707 2.18515 -0.15
C -1.43468 -3.00519 1.26533 -0.88
C 0.81138 3.68047 -3.19005 -0.59
C 0.76304 0.74851 -2.56043 -0.39
C 1.80829 3.04189 -2.24333 0.43
C 1.54859 1.64427 -1.83171 0.32
C -1.69939 1.35489 1.20672 -0.44
C 1.90117 -0.07296 -0.16093 -0.15
C 2.12829 1.19862 -0.64472 -1.08
C -0.03760 -3.65123 1.25318 -0.34
C -2.52149 0.13477 3.08129 -1.09
C 0.53956 -0.52520 -2.09196 -0.42
C -0.55962 3.80460 -2.52460 -0.97
C -2.46116 -0.86555 1.91112 0.08
C 1.08076 -0.94657 -0.87217 0.55
C -2.09279 -0.02128 0.67129 0.42
C 1.00803 -2.59885 0.84800 -0.64
C -2.58862 1.51592 2.43459 -0.77
H 2.75984 1.88314 -0.09809 0.46
H 2.01595 -3.02512 0.93142 0.33
H -0.06621 -1.22417 -2.64763 0.45
H -1.64361 -2.64574 0.25737 0.45
H -3.36280 -0.05856 3.74570 0.35
H 0.33318 1.03628 -3.50709 0.29
H -2.25024 2.30434 3.10502 0.40
H -1.28338 -0.47529 0.10631 -0.62
H -1.59843 0.05090 3.65754 0.38
H 1.18538 4.67157 -3.45251 0.36
H -1.26209 4.28505 -3.20184 0.38
H -1.84480 2.14336 0.46970 0.21
H -3.45016 -1.33271 1.75935 0.28
H -1.58341 -2.22017 3.13236 0.27
H -2.95887 0.06810 0.01471 0.29
H 0.90450 -1.75063 1.53510 0.40
H -0.65022 1.35355 1.50509 0.18
H 0.73410 3.08812 -4.10287 0.34
H -2.18232 -3.77216 1.51803 0.34
H -0.94993 2.82683 -2.25149 0.21
H 0.30065 -3.51414 3.15225 0.39
H 2.37198 -0.37979 0.75965 0.46
H -0.02558 -4.47627 0.53527 0.49
H -3.61150 1.73840 2.12613 0.32
H -0.48388 4.40821 -1.62284 0.31


Here are the calculated relative energy (zero: lowest compared OMol25 entry of this formula, charge and spin) numbers, same order: 24.0; 0.0; 38.8; 0.0; 0.0; 46.1 (kcal per mole).